--- one ---
# C2H10N2S

A 2-piece molecular cluster, C2H10N2S overall (the ωB97M-V functional and the def2-TZVPD basis, OMol25).

Summary:
SMILES: NCN.CS
LUMO (eV): 0.86
Multiplicity: 1

CARTESIAN COORDINATES (ANGSTROEM)
H: -3.4646 0.0116 -1.4366
H: -3.5730 1.2300 1.2102
H: -2.7910 -1.7985 0.7535
S: 6.5019 0.0028 0.5082
H: -4.2997 1.7813 -0.1550
H: -2.2324 0.3866 -0.2812
H: 6.5340 1.3116 0.2402
C: 4.8453 -0.3189 -0.2672
N: -4.1052 0.9654 0.4016
H: 4.0924 0.4148 -0.0205
H: 4.5122 -1.3427 -0.0710
N: -3.4873 -1.3681 0.1534
H: 4.9581 -0.2121 -1.4361
H: -4.2325 -1.0881 0.7700
C: -3.2582 0.0244 -0.3695



--- two ---
# C2H10N2S

A 2-piece molecular cluster, C2H10N2S overall (the ωB97M-V functional and the def2-TZVPD basis, OMol25).

Summary:
SMILES: NCN.CS
LUMO (eV): 0.83
Multiplicity: 1

CARTESIAN COORDINATES (ANGSTROEM)
H: -2.1324 0.2358 2.2516
C: 1.2120 -0.6220 -0.6747
H: 2.3915 -0.8552 1.0041
H: -1.4576 1.0716 -0.2017
N: 2.4824 -0.7214 0.0051
H: -3.6603 1.1042 2.2016
S: -2.7181 0.6620 -0.0348
H: 0.5152 -1.4164 -0.3681
H: 0.6999 0.3178 -0.4457
H: -2.1496 1.9753 1.9096
H: 2.3148 -0.2354 -2.3281
H: 0.7351 -0.2714 -2.6406
C: -2.6712 1.0332 1.7547
N: 1.4637 -0.7377 -2.1005
H: 2.9747 -1.5404 -0.3325



On energetic grounds, two is preferred over the next structure by 0.479 eV.



--- one ---
# C2H10O2S

A 3-piece molecular cluster, C2H10O2S overall (the ωB97M-V functional and the def2-TZVPD basis, OMol25).

Summary:
SMILES: CCS.O.O
LUMO (eV): 0.49
Multiplicity: 1

CARTESIAN COORDINATES (ANGSTROEM)
H: -2.2221 -3.7696 1.1630
S: -2.4511 -2.8751 0.1545
H: 4.9248 5.9194 -1.1073
H: 0.2222 1.6856 0.2013
H: -0.5681 -1.7128 1.8062
C: 0.1641 -1.9197 0.9908
O: 4.2466 6.5890 -0.9120
H: 3.6137 5.9980 -0.4813
H: 0.3330 -0.9337 0.5575
H: 0.9479 -2.5276 1.4688
O: 0.1466 2.4941 -0.3129
H: -0.3981 -3.7392 0.1706
C: -0.6667 -2.6904 -0.0404
H: 0.5886 2.3779 -1.1553
H: -0.2963 -2.4653 -1.0392



--- two ---
# C2H10O2S

A 3-piece molecular cluster, C2H10O2S overall (the ωB97M-V functional and the def2-TZVPD basis, OMol25).

Summary:
SMILES: CCS.O.O
LUMO (eV): 0.67
Multiplicity: 1

CARTESIAN COORDINATES (ANGSTROEM)
O: -4.0354 3.3596 1.2456
H: 0.8680 -2.5543 -0.6743
H: 3.7432 -1.9845 -0.7897
H: -1.5900 1.1734 1.1718
H: 2.8823 -3.0477 -1.9883
O: -2.3813 0.9021 1.7612
H: 3.0054 -1.3283 -2.2257
C: 2.8771 -2.0735 -1.4861
H: -4.9760 3.7250 1.3420
C: 1.7298 -1.8739 -0.6741
S: 0.8380 -0.2203 -0.6796
H: 1.9301 0.6384 -0.7151
H: 1.9234 -1.7901 0.3189
H: -3.6645 3.7002 2.0927
H: -3.1500 1.3737 1.3006



--- three ---
# C2H10O2S

A 3-piece molecular cluster, C2H10O2S overall (the ωB97M-V functional and the def2-TZVPD basis, OMol25).

Summary:
SMILES: CSC.O.O
LUMO (eV): 0.64
Multiplicity: 1

CARTESIAN COORDINATES (ANGSTROEM)
H: -0.9725 0.0783 3.2885
H: 2.3976 -0.9937 1.4624
C: 1.8239 -0.0927 1.5110
C: -0.8403 0.5298 2.3054
H: 2.0108 0.3407 2.4987
H: -0.3112 1.4595 2.4625
H: -1.7797 0.7313 1.7987
H: 2.1690 0.6153 0.7579
H: -0.0718 -1.2124 -1.3236
H: -1.0051 0.6164 -4.4993
O: -1.5431 0.5344 -3.7107
H: -0.7212 -1.3466 -2.6907
O: -0.0625 -1.7585 -2.1180
H: -1.2127 1.1028 -3.0104
S: 0.1186 -0.6047 1.2677



On energetic grounds, three is preferred over the next structure by 0.772 eV.



--- one ---
# C30H70N10O10

A 10-piece molecular cluster, C30H70N10O10 overall (the ωB97M-V functional and the def2-TZVPD basis, OMol25).

Summary:
SMILES: CNC(C)=O.CNC(C)=O.CNC(C)=O.CNC(C)=O.CNC(C)=O.CNC(C)=O.CNC(C)=O.CNC(C)=O.CNC(C)=O.CNC(C)=O
LUMO (eV): 0.06
Multiplicity: 1

CARTESIAN COORDINATES (ANGSTROEM)
N: 1.6518 0.9227 -1.0999
H: -7.1536 -3.0647 2.7530
N: 1.5260 -5.0700 -2.8337
O: 0.7592 -0.1721 -2.7220
C: -4.0124 -3.2050 -2.0510
C: 2.3165 -3.8473 -2.7434
C: -2.7287 1.9764 -0.6152
H: -6.2834 -3.8270 3.9326
H: -0.3594 2.1337 3.1054
C: -6.1549 -4.2498 -1.4836
C: 0.0977 -0.8703 -0.4807
H: -2.5863 4.4621 0.5881
C: -0.6052 -3.0994 3.1539
C: -0.8052 1.1522 3.2666
N: -4.8068 -3.8208 -1.1191
H: 1.0988 5.7598 -5.1456
H: 8.5856 2.2629 -2.7125
H: -2.5561 -1.8210 -1.5540
H: -1.6909 1.4214 3.8420
C: 1.7726 5.9112 -4.3023
O: -3.4378 -3.4981 1.8261
H: 2.5003 2.2844 0.2260
C: -3.9799 -2.4693 2.0432
H: 3.8696 4.5334 -1.0236
H: -5.3684 -1.4319 3.2031
C: 2.3886 5.0162 0.3443
C: 1.7062 1.5379 0.2421
H: 1.3251 5.7986 -3.3148
H: 4.4346 1.9062 -2.9953
H: 4.5752 4.6823 0.6150
H: -2.5078 -0.9943 2.3457
H: -0.7566 -6.4535 -2.9270
H: 1.6581 -3.0056 -2.5287
N: 2.1068 5.2825 1.5924
H: 0.8314 2.1580 0.4376
H: 2.1815 6.9125 -4.4376
H: -0.4391 -6.8917 -1.1879
H: 2.8880 5.6875 2.0882
H: 0.5663 -0.9360 0.5013
H: 0.5913 3.2969 -3.6756
O: 7.6935 1.4873 -5.1472
H: 1.4638 -0.7720 6.0102
C: -1.9299 2.9634 -1.4193
H: -3.9256 4.0390 1.6206
C: -3.3134 -1.1846 1.6366
H: -0.9087 -0.5636 -0.1957
H: 0.4298 4.3697 2.3966
C: -2.6481 -2.9063 -1.5124
H: 3.0120 -4.1850 -1.9750
H: -3.8113 -3.5920 6.1455
H: -1.1318 0.6140 2.3768
C: -6.1391 -3.4213 2.9313
N: 5.9137 0.7837 -4.0805
N: -5.1663 -2.3341 2.7967
O: 1.5637 4.6158 -0.5113
H: -3.1051 -5.1041 6.1360
H: -3.9829 -0.3279 1.7140
O: 1.1779 -5.2534 -0.6152
H: -0.1628 -2.1654 2.8074
C: -2.8266 -4.0526 6.0656
C: 3.8623 5.1029 -0.0942
C: 0.9200 -5.5823 -1.7664
H: -1.8373 -3.3973 -2.0507
H: 1.1228 -5.2943 -3.7322
H: -0.0918 -1.8793 -0.8470
N: -2.0883 -3.8639 4.7747
H: 1.4517 1.8562 -4.0869
H: -2.4617 3.5526 2.1564
H: -0.3256 -0.6151 4.3115
C: 2.0636 -0.5007 5.1414
C: -1.1068 -2.9797 4.5282
H: -1.1068 3.2387 -0.7599
O: -4.4039 -2.7414 -3.1304
C: 2.8868 4.9301 -4.3970
H: -2.9211 -1.3350 0.6308
H: -6.3798 -3.9607 -2.5102
H: -2.3954 3.8750 -1.7940
H: 5.6049 0.3905 -4.9580
H: -1.4692 2.3279 -2.1756
H: 3.5354 3.1637 -4.2636
H: 2.3587 1.2077 -1.7625
H: -6.2840 -5.3286 -1.3966
C: 7.5174 2.2594 -2.9291
O: -0.5364 -2.2656 5.4167
H: 3.0639 -0.1525 5.3989
H: -2.5539 -3.1788 -0.4613
H: -1.0285 -3.8219 2.4562
C: -2.9894 3.6620 1.2090
N: -3.1745 2.3890 0.5064
C: 0.7904 0.0731 -1.5182
C: 4.8926 0.9174 -3.0194
C: 1.2628 0.5516 4.3581
H: 1.7127 0.9216 1.1411
H: 2.8679 -3.6256 -3.6570
N: 2.6439 3.6372 -4.2283
H: -2.5950 -4.1992 3.9679
O: 4.0122 5.3701 -4.5912
H: 7.3262 3.3325 -2.9267
H: 4.0378 6.1769 -0.1560
H: -5.9367 -4.2701 2.2781
H: -3.6531 1.6660 1.0244
H: -7.0735 -3.8477 -1.0564
H: 5.4096 0.5207 -2.1456
H: 0.9336 5.8543 3.1344
H: 4.0389 0.2678 -3.2124
C: -0.0198 -6.7626 -2.1857
H: 0.4411 -7.7014 -2.4930
O: -2.9755 0.8495 -0.9843
H: 0.3564 -3.5585 3.3835
O: 1.7403 1.6663 4.0743
H: -2.2234 -3.6427 6.8757
H: -4.5344 -3.9148 -0.1510
H: 0.1244 5.9788 1.6150
C: 1.3291 2.9008 -4.3733
C: 7.0331 1.4704 -4.1051
H: 1.1485 2.8623 -5.4476
C: 0.8285 5.3584 2.1694
N: 0.0692 0.2622 4.0040
H: 2.2767 -1.3611 4.5070
H: 7.1006 1.8057 -2.0299



--- two ---
# C30H70N10O10

A 10-piece molecular cluster, C30H70N10O10 overall (the ωB97M-V functional and the def2-TZVPD basis, OMol25).

Summary:
SMILES: CNC(C)=O.CNC(C)=O.CNC(C)=O.CNC(C)=O.CNC(C)=O.CNC(C)=O.CNC(C)=O.CNC(C)=O.CNC(C)=O.CNC(C)=O
LUMO (eV): 0.04
Multiplicity: 1

CARTESIAN COORDINATES (ANGSTROEM)
H: -12.9635 13.1812 22.1420
N: -9.0034 9.2724 21.6898
C: -13.0815 4.1416 22.6127
H: -15.4760 9.1095 22.6484
C: -16.2870 7.1886 24.2997
N: -4.4512 11.8065 23.6029
H: -12.2913 13.4449 15.8840
H: -2.6599 9.0649 17.8948
H: -11.0782 4.1936 22.1817
H: -8.5184 8.4118 27.4587
H: -11.0812 15.9857 21.6571
O: -17.0020 8.1878 24.3919
N: -11.7737 12.6013 15.7275
C: -5.8916 11.6648 23.6998
C: -14.9495 8.1745 22.5020
H: -4.9631 13.9570 19.0304
H: -4.0810 9.4355 16.8920
H: -11.0807 0.5608 23.1602
C: -11.6243 15.0717 21.4124
O: -9.4939 1.7156 19.9148
H: -12.6922 15.2567 21.3056
H: -12.4665 3.5469 20.8057
H: -5.5655 5.8756 19.1677
H: -10.4106 7.3575 23.4139
H: -12.8264 11.2534 14.4334
C: -11.2558 11.9213 16.7759
H: -5.7101 11.6980 17.3399
H: -16.2548 6.4677 26.3675
C: -11.6427 4.1346 23.1168
C: -5.2947 6.4637 20.0505
H: -15.4191 3.8669 21.3734
H: -10.6242 13.6443 17.9286
H: -11.5085 3.1986 23.6586
C: -6.6615 12.5855 18.9093
H: -15.6343 5.3087 25.1638
H: -9.0598 10.8320 20.1973
C: -9.3816 9.8481 26.4481
H: -9.3074 11.2799 21.8261
H: -6.2580 12.1163 24.6210
H: -9.5011 10.1493 29.2885
H: -4.7096 5.8316 20.7137
N: -9.7303 1.6792 22.1544
H: -9.7539 2.1945 23.0126
H: -4.5851 12.2590 19.3954
H: -6.4526 12.2561 22.9696
H: -14.7129 4.6644 20.1066
O: -7.7190 12.8282 19.4774
H: -10.4964 12.2381 18.7644
H: -9.5637 8.3721 29.4260
H: -4.0423 9.9817 18.5554
H: -8.5156 4.0583 21.9413
C: -16.3456 6.1163 25.3404
H: -12.0598 12.6254 13.6621
H: -6.2408 6.5877 20.5891
N: -9.3398 9.0013 27.5091
C: -3.7268 12.5367 24.4989
H: -11.2732 0.3697 21.3425
H: -8.6996 8.2535 25.2175
H: -8.3448 3.9356 20.2580
O: -10.3128 14.3353 23.3010
C: -9.1040 9.2576 25.0734
C: -11.1968 12.7206 18.0846
H: -8.4310 9.9021 24.5143
H: -13.8778 8.3644 22.6360
C: -8.7038 10.6084 21.1998
C: -3.7471 9.1696 17.8954
H: -7.7373 11.0563 21.4122
H: -1.7134 12.6580 25.3538
H: -11.1721 12.3082 24.3353
H: -8.2154 12.2792 16.4540
H: -1.8268 11.3860 24.2560
O: -4.8549 8.7710 20.4671
H: -11.0796 11.2933 14.1966
H: -9.9358 -0.3637 22.2058
H: -8.2744 8.5980 21.5353
H: -14.7497 2.8123 20.1806
C: -5.3376 13.0459 19.4967
C: -11.9446 11.8935 14.4625
H: -11.4252 7.1579 21.9445
H: -10.9588 9.2835 28.8470
N: -13.2737 3.8553 21.3231
H: -8.5224 11.1871 17.6527
O: -9.8609 10.9742 26.5325
H: -10.0680 9.2327 24.5732
H: -17.3438 5.6668 25.3652
O: -10.7267 10.8292 16.7457
H: -4.0538 11.3568 22.7966
H: -12.9845 12.1190 24.3926
H: -7.2469 2.9571 21.2986
C: -8.2567 3.3327 21.1641
H: -7.6168 10.6111 16.2965
O: -13.9534 4.5936 23.3586
C: -10.2686 8.8950 21.8644
O: -11.2858 9.5539 21.7491
H: -9.7072 6.7250 21.9393
N: -4.2994 7.9331 18.4199
H: -12.1810 12.9802 18.4665
C: -9.2596 2.2007 21.0146
H: -1.8839 12.9378 23.5454
C: -7.7113 11.4558 16.9700
C: -10.6003 0.5081 22.1827
C: -12.0848 12.0961 23.7829
C: -14.5715 3.7519 20.6937
H: -11.9579 11.1514 23.2528
C: -9.8714 9.2291 28.8305
H: -14.6823 6.2823 23.3469
H: -11.3303 4.9540 23.7535
O: -4.2691 13.2672 25.3085
H: -4.1890 7.1245 17.8374
H: -14.9996 7.9330 21.4343
C: -4.8533 7.8624 19.6456
N: -6.5953 11.8865 17.7802
C: -2.2218 12.3942 24.4313
N: -12.1836 13.1506 22.7725
C: -11.2823 14.1507 22.5960
H: -5.4157 13.2521 20.5620
C: -10.4442 7.4328 22.3291
H: -11.2326 14.7637 20.4427
N: -15.3073 7.0859 23.3836
H: -6.1707 10.6140 23.6542



On energetic grounds, two is preferred over the next structure by 1.691 eV.



--- one ---
# C5H14O

A 2-piece molecular cluster, C5H14O overall (the ωB97M-V functional and the def2-TZVPD basis, OMol25).

Summary:
SMILES: CCC.CCO
LUMO (eV): 0.89
Multiplicity: 1

CARTESIAN COORDINATES (ANGSTROEM)
C: 0.5652 3.1451 -0.2655
H: -0.9832 1.9653 -1.3020
C: 0.2118 2.6873 1.1801
H: 0.0459 4.1075 -0.6027
C: 0.5254 -1.9186 0.6401
H: 1.6828 3.4167 -0.4053
H: 1.6599 -1.9556 0.5750
H: 0.2802 -0.7939 0.6802
H: 0.1041 3.6926 1.7598
H: 0.4487 1.0410 -0.5163
C: 0.1224 1.9979 -1.1630
H: 0.9726 2.1429 1.7350
O: -1.3282 -3.2995 -0.0562
H: -0.6789 2.0311 1.2190
H: -1.9198 -2.5289 0.2799
C: -0.1487 -2.7072 -0.4633
H: 0.6298 2.0116 -2.0815
H: 0.4970 -2.3469 1.6511
H: -0.4513 -2.1618 -1.4117
H: 0.6800 -3.4523 -0.7013



--- two ---
# C5H14O

C5H14O as an isolated structure (the ωB97M-V functional and the def2-TZVPD basis, OMol25).

Summary:
LUMO (eV): 0.96
Multiplicity: 1

CARTESIAN COORDINATES (ANGSTROEM)
H: -0.9785 -1.2732 1.9654
H: 0.0678 -2.9419 -0.3916
H: -1.0384 -0.7044 -0.1563
H: 0.0342 -3.4546 1.2946
H: 0.2856 -0.0353 1.0167
H: -0.5839 2.3401 -2.2933
H: 1.1199 -2.1635 0.7899
C: 0.2917 1.1498 -0.7330
H: -0.7234 0.1965 -0.7925
H: 1.7118 -0.0790 -1.2152
H: -1.9449 -1.9765 0.7503
C: -0.9547 -1.5503 0.9118
C: -0.2777 2.4431 -1.2540
H: -1.1187 2.7654 -0.6440
C: 0.6133 1.0580 0.6958
H: 1.6605 1.2580 0.9217
H: 0.4899 3.2192 -1.2198
C: 0.1250 -2.5855 0.6378
O: 1.2629 0.6783 -1.6092
H: -0.0423 1.6557 1.3248



On energetic grounds, one is preferred over the next structure by 1.081 eV.